Molecular formula: C3H11O3
Method: DFT, ωB97M-V/def2-TZVPD

Geometry as XYZ:
```
17
Properties=species:S:1:pos:R:3:forces:R:3
C -0.548 -0.186 -0.288 -0.40 0.26 -0.79
O 0.502 -0.767 0.407 -0.67 -0.23 0.96
C -0.022 1.005 -1.103 0.10 0.75 0.32
C -0.663 1.349 -2.453 -0.91 -0.79 0.11
H -1.011 -0.816 -1.081 0.13 -0.44 0.33
H -1.412 0.087 0.377 0.40 0.15 -0.28
H 0.067 1.908 -0.470 0.02 -0.38 -0.24
H 0.996 0.668 -1.342 0.00 0.34 0.15
H -0.341 2.339 -2.786 0.11 -0.07 -0.38
H -0.333 0.522 -3.129 -0.54 0.82 -0.14
H -1.802 1.395 -2.486 1.19 -0.22 0.17
H -0.192 -3.239 2.085 0.09 0.20 -0.09
H -0.266 -1.883 1.165 0.05 -0.95 -0.27
O -0.771 -2.801 1.456 0.24 0.86 0.04
H 1.007 0.723 1.186 0.31 -0.58 -0.03
H 2.036 1.388 2.229 -0.71 -0.23 -0.69
O 1.360 1.583 1.552 0.58 0.50 0.84
```
Forces are in eV/Å.

Output
E_tot (a.u.): -346.46932
Energy relative to the best compared isomer or geometry (same formula, charge and spin) (kJ/mol): 38.68
Charge: -2
2S+1: 2
Lowest unoccupied orbital energy (alpha / beta) (hartree): 0.2302 / 0.2264
HOMO energy (alpha / beta) (eV): 4.46 / -0.97
Kohn-Sham gap (alpha / beta) (Ha): 0.0664 / 0.2622


Molecular formula: C34H60BF2N3O8
Method: DFT, ωB97M-V/def2-TZVPD

Geometry as XYZ:
```
108
Properties=species:S:1:pos:R:3:forces:R:3
C 1.398 -2.441 2.271 -0.09 0.65 0.66
C 1.383 -0.867 2.772 0.56 -1.35 0.29
O 0.522 -0.056 1.880 1.98 0.04 -0.45
C 1.329 0.424 0.747 1.13 -0.55 -1.04
C 0.454 1.398 -0.308 -0.98 -0.45 2.48
B -0.776 0.293 -0.641 -0.34 -1.17 -0.50
O -0.431 -0.970 -1.387 0.65 1.32 3.14
N -2.211 0.424 -0.198 -0.02 -1.54 -1.01
C -3.035 -0.107 -1.378 0.14 -0.21 -1.06
C -2.553 -0.432 1.003 1.29 0.40 1.03
C -0.079 2.632 0.677 -1.56 -0.70 -0.19
O 0.918 3.103 1.649 0.17 0.51 -1.91
C 1.939 3.986 1.102 1.72 1.52 0.83
C 3.410 3.615 1.813 -0.08 1.04 0.32
C 4.676 4.338 1.000 -0.01 -1.58 0.42
C 1.759 5.596 1.528 -0.12 0.45 -0.08
C 1.575 6.588 0.220 0.06 1.61 1.54
O 2.619 6.398 -0.823 0.19 0.00 2.48
C -0.826 3.872 -0.048 -1.36 0.76 1.02
C -1.476 4.785 1.203 -0.23 0.60 0.16
C -2.140 3.556 -0.963 -0.20 0.80 -0.49
C -2.544 4.977 -1.732 -0.29 -0.83 0.05
N 1.226 1.838 -1.509 1.87 0.33 2.77
C 2.697 1.695 -1.466 2.85 -0.14 -0.45
C 3.549 2.618 -2.574 0.79 -0.98 -0.07
C 4.994 1.796 -2.765 3.91 -1.82 -0.55
C 6.192 1.864 -1.605 0.53 -2.01 -3.24
C 7.637 1.067 -1.751 -3.24 -0.12 -2.68
C 7.934 0.113 -3.061 -3.87 2.29 0.37
C 6.780 0.014 -4.237 -0.27 2.39 3.75
C 5.349 0.867 -4.087 2.58 -0.08 2.37
N 0.607 1.872 -2.694 0.26 0.59 -3.40
C 0.897 0.811 -3.700 -7.39 -5.07 -4.57
O -0.197 0.166 -4.200 8.20 4.53 3.32
F 2.179 0.380 -4.287 -3.38 2.02 2.58
C 0.303 3.219 -3.281 2.28 6.51 -0.79
O 0.916 4.380 -3.049 -4.47 -8.45 -1.11
F -0.799 3.264 -4.315 3.47 -0.93 3.42
H 2.004 -3.039 3.096 -1.33 1.06 -1.85
H 0.291 -2.850 2.179 2.43 0.74 0.20
H 1.961 -2.519 1.245 -1.11 0.06 1.97
H 1.000 -0.793 3.890 0.46 -0.04 -2.54
H 2.514 -0.516 2.785 -2.34 -0.29 -0.20
H 1.690 -0.495 0.100 -0.57 1.67 1.26
H 2.275 0.937 1.179 -1.73 -0.60 -0.85
H -0.125 -1.592 -0.638 -0.63 1.14 -1.75
H -2.512 0.246 -2.386 -1.30 -0.67 1.98
H -3.040 -1.295 -1.419 -0.12 2.45 0.14
H -4.128 0.322 -1.335 2.15 -0.84 -0.01
H -1.941 -1.447 0.952 -1.67 1.63 0.19
H -2.109 0.143 1.950 -1.32 -1.39 -1.84
H -3.712 -0.584 1.054 2.33 0.23 0.02
H -0.913 2.103 1.352 1.91 1.18 -1.43
H 1.985 3.987 -0.066 0.01 -0.36 2.13
H 3.567 2.474 1.987 -0.25 1.99 -0.65
H 3.427 4.115 2.897 -0.29 -1.28 -2.27
H 4.911 5.408 1.417 -0.58 -2.03 -1.05
H 5.619 3.654 1.205 -1.76 1.58 -0.38
H 4.477 4.291 -0.153 0.40 0.45 2.18
H 0.884 5.742 2.327 1.80 -0.41 -1.98
H 2.729 6.012 2.088 -1.95 -1.14 -1.28
H 1.763 7.691 0.639 -0.66 -2.21 -0.76
H 0.478 6.611 -0.212 2.53 -0.45 0.42
H 3.491 6.519 -0.311 -1.97 -0.29 -1.23
H -0.127 4.572 -0.671 -1.05 -1.61 1.17
H -1.000 5.880 1.227 -1.01 -2.53 0.18
H -1.363 4.237 2.249 0.05 1.30 -2.25
H -2.636 4.960 1.062 2.39 -0.47 0.11
H -3.059 3.247 -0.277 2.14 0.39 -1.54
H -2.007 2.764 -1.807 -0.04 1.18 1.69
H -3.169 4.678 -2.701 1.40 0.91 2.07
H -1.573 5.601 -2.030 -2.22 -1.36 0.60
H -3.235 5.574 -1.001 1.41 -0.83 -1.59
H 3.009 0.554 -1.621 -0.58 2.37 0.10
H 3.231 2.012 -0.446 -1.86 -0.66 -1.99
H 3.713 3.726 -2.192 -0.30 -2.44 -0.69
H 3.019 2.696 -3.611 1.10 -0.29 1.97
H 5.995 2.532 -0.665 0.52 -1.44 -1.99
H 8.407 1.234 -0.870 -1.68 -0.55 -2.17
H 8.946 -0.478 -3.157 -2.31 1.37 0.21
H 7.006 -0.671 -5.172 -0.71 1.69 2.12
H 4.610 0.756 -4.996 1.52 0.37 2.19
C -2.274 -6.937 1.813 -0.66 -0.09 0.14
C -1.503 -6.932 0.519 0.43 -0.41 -0.30
C -1.210 -5.459 0.330 -0.03 0.43 -0.17
O -1.108 -4.884 1.640 -0.11 -0.27 -0.11
C -1.586 -5.841 2.596 0.23 0.16 0.35
H -2.261 -7.901 2.328 -0.01 0.13 -0.03
H -3.319 -6.663 1.624 0.14 -0.08 0.16
H -0.565 -7.486 0.643 -0.08 0.05 -0.09
H -2.049 -7.369 -0.321 0.07 0.08 0.07
H -2.030 -4.955 -0.193 0.02 -0.04 -0.10
H -0.283 -5.283 -0.223 -0.05 0.08 0.11
H -0.720 -6.228 3.143 -0.04 -0.04 0.08
H -2.256 -5.349 3.307 0.10 0.05 -0.10
C -7.315 -7.727 0.756 0.06 -0.50 -0.44
C -8.006 -7.437 2.063 -0.56 0.26 0.21
C -6.837 -7.243 3.004 0.30 -0.07 0.35
O -5.758 -6.712 2.223 -0.30 -0.14 -0.15
C -6.100 -6.828 0.835 0.23 0.39 -0.04
H -7.934 -7.530 -0.122 0.10 -0.02 0.09
H -7.001 -8.777 0.727 -0.04 0.11 -0.05
H -8.579 -6.506 1.981 0.03 -0.12 0.05
H -8.687 -8.229 2.386 0.09 0.10 -0.01
H -6.505 -8.197 3.428 -0.08 -0.01 0.07
H -7.069 -6.558 3.825 0.14 -0.03 -0.09
H -6.325 -5.824 0.461 0.01 -0.04 -0.11
H -5.247 -7.225 0.277 0.01 0.06 0.11
```
Forces are in eV/Å.

Output
E_tot (a.u.): -2321.50083
2S+1: 1
Lowest unoccupied orbital energy (hartree): -0.0263
SMILES: CCOC[C@@](B(O)N(C)C)([C@@H](O[C@H](CC)CCO)[C@H](C)CC)N(CCc1ccccc1)N(C(=O)F)C(=O)F.C1CCOC1.C1CCOC1
HOMO energy (eV): -8.52
Kohn-Sham gap (Ha): 0.2870


Molecular formula: C7H9N
Method: DFT, ωB97M-V/def2-TZVPD

Geometry as XYZ:
```
17
Properties=species:S:1:pos:R:3:forces:R:3
C 1.451 1.096 1.492 0.42 -1.13 0.82
N -2.094 0.003 1.006 -1.62 -0.81 -0.42
C -1.070 -0.688 0.186 0.64 2.07 2.42
C 1.442 0.410 0.347 -0.84 1.33 0.55
C 1.602 -0.577 -0.577 -1.71 -0.87 -3.01
C 0.745 0.624 -0.951 0.75 0.82 0.47
C -0.693 0.258 -0.971 1.88 -0.22 0.50
C -0.822 -1.214 -1.145 -1.15 0.43 0.28
H 0.914 2.027 1.605 0.00 0.06 -0.28
H 1.926 0.716 2.393 0.19 0.08 -0.10
H -1.597 0.761 1.462 0.16 0.13 -0.30
H -0.317 -0.951 0.927 0.29 -0.04 -0.43
H -2.417 -0.547 1.798 -0.06 -0.36 -0.33
H 2.006 -1.284 -1.275 0.92 -0.20 0.73
H 1.133 1.497 -1.476 0.02 -0.32 -0.47
H -1.394 1.051 -1.208 -0.48 -0.46 -0.14
H -1.566 -1.729 -1.746 0.60 -0.50 -0.30
```
Forces are in eV/Å.

Output
E_tot (a.u.): -326.54266
Energy relative to the best compared isomer or geometry (same formula, charge and spin) (kJ/mol): 914.49
2S+1: 1
Lowest unoccupied orbital energy (hartree): -0.0665
HOMO energy (eV): -7.61
Kohn-Sham gap (Ha): 0.2131


Molecular formula: C4H12NO
Method: DFT, ωB97M-V/def2-TZVPD

Geometry as XYZ:
```
18
Properties=species:S:1:pos:R:3:forces:R:3
C 1.060 2.862 0.981 -0.07 -0.54 -0.25
C 0.073 1.957 0.066 -1.69 0.95 0.91
C 0.557 0.792 -0.597 0.50 0.45 -0.96
C 0.267 -0.558 -0.217 -1.50 -0.59 0.96
N 0.641 -1.645 -0.780 1.12 0.94 -0.16
H 0.684 2.766 1.995 0.38 -0.33 0.09
H 0.967 3.910 0.725 0.05 -0.07 -0.43
H 2.072 2.505 0.837 0.15 0.22 0.37
H -0.367 2.715 -0.596 0.59 -0.34 -0.77
H -0.787 1.732 0.705 0.34 -0.55 0.20
H 1.045 0.897 -1.567 0.41 0.18 0.14
H -0.520 -0.660 0.533 0.12 -0.06 0.12
H -2.934 -0.600 -0.006 -0.39 -0.54 0.75
H -2.635 -0.228 -0.540 0.33 0.61 -0.80
H 1.433 -1.473 -1.418 -0.28 -0.21 -0.25
H -1.954 -3.748 0.515 -0.26 -0.30 0.12
H -0.750 -3.012 -0.010 1.10 -0.32 -0.61
O -1.575 -2.877 0.421 -0.90 0.48 0.56
```
Forces are in eV/Å.

Output
E_tot (a.u.): -289.17921
Energy relative to the best compared isomer or geometry (same formula, charge and spin) (kJ/mol): 513.69
Charge: +1
2S+1: 1
Lowest unoccupied orbital energy (hartree): -0.2982
HOMO energy (eV): -14.52
Kohn-Sham gap (Ha): 0.2355